No. 1
Below is 4 unconnected molecules or ions with the total composition C34H47Br2F5N8O7S in a non-equilibrium geometry, with properties calculated with ωB97M-V with the def2-TZVPD basis set.

Calculated values
- HOMO (Eh) = -0.28888
- gap between HOMO and LUMO (eV) = 7.88
- net charge = 0
- SMILES = CC[C@@H](Br)c1c([C@@H](Br)CC)cc2c(c1CC(=O)OC(C)=O)Sc1cc(CC(=O)N(C)C)c(CCCC(F)(F)C(F)(F)F)cc1N2.NC(N)=O.NC(N)=O.NC(N)=O

Positions of all 104 atoms, in Å:
1 C 0.02591 -5.81033 -4.72463
2 C 0.52199 -4.32210 -4.45960
3 C -0.00239 -3.28313 -5.55794
4 Br 1.54881 -2.79293 -6.69450
5 C -0.55653 -2.04802 -4.74816
6 C 0.47709 -1.15754 -4.18271
7 C 0.12536 0.02139 -3.37718
8 C -1.32636 0.23523 -3.17823
9 C -2.35021 -0.62929 -3.73295
10 C -3.83180 -0.24925 -3.38909
11 C -4.37397 0.92756 -4.26301
12 O -3.71356 1.71092 -4.85710
13 O -5.81095 1.00508 -4.35565
14 C -6.31666 1.19859 -3.06930
15 C -7.60910 0.52148 -2.53830
16 O -5.70629 1.93551 -2.32558
17 C -1.99276 -1.81272 -4.54045
18 C -3.08356 -2.76766 -5.09841
19 Br -4.46153 -1.85604 -6.20099
20 C -3.77195 -3.59805 -3.91040
21 C -2.92755 -3.60144 -2.58394
22 S -1.74498 1.68262 -2.13525
23 C -0.41073 1.57410 -0.88461
24 C -0.66227 1.82572 0.52108
25 C 0.47789 1.67467 1.44270
26 C 0.15549 1.90790 2.97463
27 C -0.04612 0.48836 3.60390
28 O 0.88752 -0.29577 3.50942
29 N -1.22360 0.01614 4.26874
30 C -0.99269 -0.32332 5.68798
31 C -2.40487 0.88556 4.06928
32 C 1.82206 1.29883 0.96664
33 C 3.04081 1.10784 1.93144
34 C 4.23653 2.08311 1.63739
35 C 3.76921 3.59684 1.85059
36 C 3.97525 4.06566 3.33092
37 F 2.95804 4.95507 3.63366
38 F 3.89210 3.03225 4.25900
39 C 5.41260 4.72541 3.51929
40 F 5.87342 4.45222 4.77879
41 F 5.39468 6.05846 3.24076
42 F 6.31810 4.14209 2.64853
43 C 2.02541 1.06130 -0.47232
44 C 0.90926 1.18529 -1.42589
45 N 1.10914 0.90714 -2.82093
46 H -0.78903 -6.08629 -4.00325
47 H -0.31082 -5.90935 -5.79126
48 H 0.89126 -6.49151 -4.50640
49 H 1.63605 -4.25238 -4.32093
50 H 0.08873 -4.02475 -3.46132
51 H -0.76456 -3.73886 -6.22971
52 H 1.56132 -1.33991 -4.34437
53 H -4.48974 -1.14793 -3.55616
54 H -3.92890 -0.01817 -2.29211
55 H -8.07963 -0.20205 -3.25223
56 H -7.45226 -0.00036 -1.55332
57 H -8.34996 1.34256 -2.33567
58 H -2.62135 -3.53367 -5.77766
59 H -3.83261 -4.67145 -4.25119
60 H -4.82743 -3.27803 -3.71321
61 H -2.92132 -2.61947 -2.04680
62 H -3.35655 -4.34346 -1.85416
63 H -1.87324 -3.94331 -2.78000
64 H -1.68166 2.10700 0.88379
65 H -0.68181 2.62710 3.13277
66 H 1.06973 2.39090 3.42758
67 H -1.31043 0.47660 6.40678
68 H -1.60273 -1.24857 5.91336
69 H 0.07335 -0.63853 5.86147
70 H -2.62762 1.00055 2.97864
71 H -2.14014 1.90896 4.47959
72 H -3.29108 0.48873 4.62725
73 H 2.66366 1.29043 2.96612
74 H 3.37011 0.03836 1.86512
75 H 5.04550 1.91785 2.40676
76 H 4.71752 1.94227 0.63608
77 H 4.34683 4.22623 1.11777
78 H 2.68443 3.73233 1.60390
79 H 3.00750 0.74760 -0.90078
80 H 2.06241 0.61289 -3.02588
81 C 0.80519 -3.79135 1.59296
82 O 0.64526 -4.15176 0.43667
83 N 0.96210 -2.48867 1.94355
84 N 0.83981 -4.67178 2.63590
85 H 1.09376 -2.17343 2.88674
86 H 0.94194 -1.80907 1.20215
87 H 0.72734 -5.64572 2.41711
88 H 0.96982 -4.39897 3.59190
89 C -4.77647 -2.21102 0.65586
90 O -4.89656 -2.57359 -0.50266
91 N -4.64742 -0.89985 1.00536
92 N -4.76054 -3.08525 1.69867
93 H -4.54716 -0.58209 1.95106
94 H -4.65419 -0.22305 0.26136
95 H -4.85276 -4.06159 1.47938
96 H -4.66228 -2.80890 2.65742
97 C 9.75887 6.64722 4.21620
98 O 10.68521 7.43347 4.30428
99 N 9.41349 6.04768 3.04227
100 N 8.98702 6.29866 5.28427
101 H 8.65471 5.39804 2.94879
102 H 9.95951 6.27960 2.23146
103 H 9.21134 6.72065 6.16798
104 H 8.22021 5.65368 5.23310


No. 2
Below is a molecular structure, C34H47BrN4O2P3RuS2, with properties calculated with ωB97M-V with the def2-TZVPD basis set.

Calculated values
- HOMO (spin up / spin down) (Eh) = -0.31913 / -0.38175
- 2S+1 = 5
- energy relative to the best compared isomer or geometry (same formula, charge and spin) (eV) = 0.0000
- gap between HOMO and LUMO (spin up / spin down) (eV) = 5.39 / 5.95
- net charge = +1

Positions of all 94 atoms, in Å:
1 Ru 0.68736 -0.54572 0.23476
2 C -2.41020 -0.73535 1.99492
3 P -1.69271 -0.10090 0.43859
4 C -1.86327 1.71198 0.75845
5 N -3.07141 2.19801 0.89726
6 C -3.18367 3.53727 1.06750
7 C -4.47431 4.11520 1.20201
8 C -4.58925 5.46141 1.33718
9 C -3.43510 6.29818 1.34701
10 C -2.18974 5.77032 1.22540
11 C -2.04035 4.36494 1.08644
12 N -0.79556 3.83480 1.00870
13 C -0.71331 2.53450 0.86699
14 P 0.94441 1.75412 0.95049
15 C 2.00168 2.97805 0.13845
16 C 1.38263 1.85979 2.77124
17 C 2.88928 1.62989 2.95259
18 C 0.59819 0.77886 3.52669
19 C 1.03487 3.22636 3.36306
20 C -2.97696 -0.42127 -0.94448
21 C -3.08770 0.80877 -1.86098
22 C -2.57947 -1.61559 -1.82429
23 C -4.34033 -0.69958 -0.30497
24 H -3.31249 -0.16893 2.21654
25 H -1.68447 -0.59696 2.79413
26 H -2.63938 -1.79583 1.93155
27 H -5.33884 3.46434 1.18425
28 H -5.56955 5.90991 1.43472
29 H -3.55734 7.36853 1.45514
30 H -1.30069 6.38805 1.23592
31 H 1.78021 3.93868 0.60030
32 H 1.76480 3.02184 -0.92073
33 H 3.05299 2.73513 0.26530
34 H 3.22790 0.67068 2.57596
35 H 3.10487 1.65348 4.02392
36 H 3.48228 2.41726 2.48410
37 H 0.70796 -0.21983 3.09848
38 H -0.46633 1.02308 3.57120
39 H 0.96523 0.71985 4.55470
40 H 1.52319 4.04959 2.83963
41 H 1.38864 3.23747 4.39858
42 H -0.03651 3.41762 3.37379
43 H -2.12797 1.10038 -2.28629
44 H -3.53584 1.66257 -1.36001
45 H -3.74179 0.52886 -2.68964
46 H -1.54282 -1.58287 -2.15277
47 H -3.21073 -1.59335 -2.71539
48 H -2.75705 -2.57304 -1.33446
49 H -4.70448 0.15061 0.27303
50 H -4.33359 -1.58821 0.32894
51 H -5.04902 -0.88508 -1.11854
52 C -0.59836 -3.10194 -4.87149
53 C 0.63735 -2.25864 -5.05739
54 O 0.52849 -1.01124 -4.30751
55 P 1.25647 -0.80176 -2.91568
56 S 0.52462 0.89336 -2.18256
57 S 1.08626 -2.33533 -1.67940
58 O 2.80593 -0.69212 -3.23701
59 C 3.35897 0.38145 -4.04530
60 C 3.65039 -0.11152 -5.44229
61 H -0.54982 -3.96073 -5.54365
62 H -1.48921 -2.52357 -5.12011
63 H -0.68694 -3.46719 -3.84831
64 H 0.74604 -1.95272 -6.09473
65 H 1.54685 -2.78044 -4.75694
66 H 4.27141 0.68365 -3.53310
67 H 2.67148 1.22747 -4.04942
68 H 4.37806 -0.92321 -5.42728
69 H 4.05571 0.70668 -6.04126
70 H 2.73904 -0.46513 -5.92558
71 Br -3.18236 -6.98926 1.96649
72 C -1.91977 -5.60302 1.77719
73 C -2.14869 -4.57941 0.87486
74 C -1.21563 -3.56419 0.75454
75 C -0.05317 -3.53042 1.51392
76 C 0.17863 -4.59987 2.38692
77 C -0.75495 -5.61811 2.52450
78 N 0.83391 -2.44990 1.32163
79 C 2.08249 -2.52014 1.84659
80 C 3.09070 -1.67063 1.40185
81 C 4.44901 -1.76949 1.80335
82 C 5.38881 -0.98925 1.20366
83 C 5.00945 -0.07206 0.18866
84 C 3.69040 0.03448 -0.12446
85 N 2.73508 -0.71411 0.47768
86 H -3.04029 -4.58444 0.25953
87 H -1.34967 -2.79335 0.01139
88 H 1.07927 -4.66406 2.97904
89 H -0.56637 -6.43107 3.21284
90 H 2.35273 -3.27956 2.56487
91 H 4.71617 -2.49001 2.56600
92 H 6.42894 -1.07754 1.49120
93 H 5.73764 0.53430 -0.33096
94 H 3.34065 0.71614 -0.88769


No. 3
Below is a molecular structure, C34H47GeI2N4O4PTl in a non-equilibrium geometry, with properties calculated with ωB97M-V with the def2-TZVPD basis set.

Calculated values
- HOMO (Eh) = -0.55782
- energy relative to the best compared isomer or geometry (same formula, charge and spin) (eV) = 2.5507
- gap between HOMO and LUMO (eV) = 4.13
- net charge = +3

Positions of all 94 atoms, in Å:
1 Tl -0.32865 -0.19464 -0.12122
2 I -4.57308 2.15352 6.49870
3 C -3.81593 1.44912 4.72214
4 C -4.48229 1.75687 3.51946
5 C -3.97908 1.28568 2.34761
6 I -4.92326 1.64124 0.54813
7 C -2.76409 0.43750 2.31599
8 O -2.45015 -0.15112 1.28615
9 C -2.06671 0.20894 3.60094
10 C -0.75109 -0.52267 3.59417
11 N 0.26160 0.32602 2.95754
12 C 0.60022 1.48883 3.79171
13 C 1.25425 2.65275 3.07497
14 C 1.96783 3.59157 3.81852
15 C 2.52831 4.67935 3.17481
16 C 2.36064 4.80774 1.80237
17 C 1.64247 3.82605 1.15394
18 N 1.09589 2.78084 1.76423
19 C -2.61109 0.68355 4.74299
20 H -5.38943 2.34585 3.53536
21 H -0.46826 -0.78663 4.61844
22 H -0.86663 -1.44474 3.02084
23 H 1.10876 -0.19967 2.77173
24 H -0.32220 1.86936 4.23483
25 H 1.24897 1.19947 4.62552
26 H 2.07478 3.46154 4.88894
27 H 3.09915 5.41302 3.73017
28 H 2.79386 5.63903 1.26031
29 H 1.50491 3.85685 0.07081
30 H -2.12805 0.49358 5.69361
31 C -2.89846 -1.92470 -4.01695
32 C -2.88482 -3.30114 -3.85582
33 C -2.37728 -3.83783 -2.68570
34 C -1.88520 -2.97961 -1.70514
35 N -1.86026 -1.65934 -1.88354
36 C -2.36639 -1.14797 -3.00121
37 C -1.36457 -3.50556 -0.41740
38 C -1.87391 -4.67975 0.12944
39 C -1.35445 -5.14979 1.32370
40 C -0.31540 -4.45802 1.92675
41 C 0.11861 -3.28750 1.32977
42 N -0.40460 -2.80763 0.19864
43 H -3.30779 -1.46860 -4.90872
44 H -3.26430 -3.95162 -4.63278
45 H -2.34534 -4.90985 -2.54694
46 H -2.35443 -0.06397 -3.07505
47 H -2.68274 -5.20866 -0.35526
48 H -1.75446 -6.04597 1.78152
49 H 0.15018 -4.81974 2.83393
50 H 0.94088 -2.71668 1.75220
51 C 3.70174 -3.10734 -1.68660
52 O 3.90007 -1.72553 -1.33610
53 P 2.74095 -0.73766 -0.82751
54 O 3.65973 0.58076 -0.67315
55 C 4.47061 1.10238 -1.73626
56 O 2.54997 -1.09027 0.74857
57 C 3.69864 -1.28699 1.61662
58 H 4.68378 -3.51414 -1.90454
59 H 3.07120 -3.19861 -2.57174
60 H 3.25793 -3.66477 -0.86031
61 H 5.22158 1.74010 -1.27855
62 H 3.86352 1.70048 -2.42323
63 H 4.96835 0.30473 -2.28420
64 H 3.39691 -1.96313 2.41359
65 H 4.01602 -0.33113 2.03115
66 H 4.52883 -1.72919 1.07174
67 C 0.64815 2.90533 -7.69614
68 C 0.23443 2.33175 -6.35146
69 C 1.33269 1.54235 -5.63868
70 C 0.87017 1.19968 -4.22967
71 Ge 0.13628 2.90837 -3.60390
72 C -1.72960 3.25864 -3.09318
73 C -1.90367 3.92296 -1.72287
74 C -1.04928 5.17949 -1.52399
75 C -1.25161 6.24065 -2.60420
76 H -0.18837 3.39573 -8.19164
77 H 0.99828 2.09976 -8.34475
78 H 1.45676 3.62977 -7.59204
79 H -0.66109 1.71394 -6.45813
80 H -0.05872 3.19201 -5.67781
81 H 2.24669 2.14122 -5.61100
82 H 1.56688 0.62646 -6.18473
83 H 1.67541 0.84233 -3.58431
84 H 0.06890 0.46048 -4.21726
85 H 1.14136 4.06877 -3.63818
86 H -2.25608 2.30680 -3.15530
87 H -2.11215 3.90917 -3.88521
88 H -1.68437 3.19822 -0.93337
89 H -2.95831 4.19549 -1.62988
90 H 0.00677 4.89463 -1.48086
91 H -1.29528 5.61021 -0.55187
92 H -0.88689 5.91646 -3.58191
93 H -0.71263 7.15179 -2.34689
94 H -2.30851 6.49820 -2.70339